ORCA calculation (the ωB97M-V functional and the def2-TZVPD basis) on 11 unconnected molecules or ions with the total composition H22O11 in a non-equilibrium geometry.

Results
Orbital gap   0.379 hartree
SMILES   O.O.O.O.O.O.O.O.O.O.O
E_LUMO   -0.01948 Ha
Charge   0

XYZ file:
```
33
H22O11 the ωB97M-V functional and the def2-TZVPD basis
O -0.1982 -0.6692 0.0462
H 0.2482 0.1182 0.0237
H -1.1130 -0.4261 0.0920
O 2.6571 3.8621 1.3204
H 2.3344 4.3231 0.5539
H 2.2592 2.9821 1.2276
O 4.3915 1.6423 2.5830
H 4.0797 1.3524 1.6494
H 4.6874 2.4993 2.3088
O -1.3756 -0.4690 4.0714
H -1.8333 -0.1577 3.2786
H -0.9467 -1.2096 3.7204
O 4.6515 0.7310 -1.3719
H 4.6293 1.1498 -0.5266
H 3.6795 0.4601 -1.6237
O -3.1086 -4.6187 0.3641
H -2.7618 -4.2037 -0.4098
H -3.9757 -4.9222 0.0162
O 0.4210 2.8244 -1.8455
H 0.5384 3.3254 -0.9998
H -0.1492 2.0666 -1.6944
O -2.4059 -1.3913 -3.0578
H -2.9126 -1.4361 -3.8704
H -2.7792 -2.0634 -2.5053
O -2.2314 1.5990 1.1419
H -2.9642 2.0633 0.8713
H -2.4528 1.1170 1.9723
O -1.4679 -3.5354 0.4584
H -1.0906 -3.1000 1.2800
H -0.6596 -3.5063 -0.0134
O -0.2341 -0.0626 -3.2977
H -0.3205 0.4408 -2.5260
H 0.4038 -0.7858 -3.2372
```



ORCA calculation (the ωB97M-V functional and the def2-TZVPD basis) on 11 unconnected molecules or ions with the total composition H22O11.

Results
Orbital gap   0.417 hartree
SMILES   O.O.O.O.O.O.O.O.O.O.O
E_LUMO   -0.00105 Ha
Charge   0

XYZ file:
```
33
H22O11 the ωB97M-V functional and the def2-TZVPD basis
O -2.2948 -0.3962 3.7308
H -1.6283 0.0661 4.2391
H -2.7218 -0.9735 4.3638
O 5.4811 -0.3778 -2.6076
H 4.6282 -0.6641 -2.9344
H 5.6281 0.4686 -3.0298
O -6.3287 2.0450 1.6065
H -7.0579 1.7056 2.1255
H -5.5704 1.9800 2.1869
O -3.9729 -2.3306 -0.1924
H -3.4268 -2.6963 0.5035
H -4.4231 -1.5926 0.2186
O 0.2936 5.4516 0.6791
H -0.5955 5.8037 0.7208
H 0.1790 4.5426 0.4019
O -4.4041 -0.5221 -4.7340
H -4.0469 -0.8217 -3.8981
H -4.2499 0.4226 -4.7362
O 1.4252 4.0747 -4.6461
H 0.9804 4.6024 -5.3094
H 0.7404 3.8568 -4.0139
O 5.0040 -4.4158 0.5227
H 5.1914 -5.0575 -0.1624
H 5.0761 -3.5682 0.0838
O 4.4241 0.6624 3.7895
H 4.9526 1.0228 3.0774
H 4.9930 0.0156 4.2069
O 0.3776 0.8167 -0.3533
H 1.0043 0.5534 0.3207
H -0.4083 0.3043 -0.1636
O -0.1318 -4.9292 1.3863
H 0.3025 -5.7586 1.1868
H 0.5797 -4.2904 1.4308
```



ORCA calculation (the ωB97M-V functional and the def2-TZVPD basis) on a molecular structure, H22O11Xe.

Results
Orbital gap   0.371 hartree
E_LUMO   -0.01349 Ha
Charge   0

XYZ file:
```
34
H22O11Xe the ωB97M-V functional and the def2-TZVPD basis
Xe 0.2964 0.3290 0.4263
O 0.3813 -2.7728 -2.1244
H 0.5597 -2.9895 -3.0395
H 1.2079 -2.4190 -1.7960
O 1.3397 0.2826 4.5934
H 0.5094 0.7108 4.3849
H 1.9847 0.7305 4.0462
O 3.9649 0.6248 -1.7749
H 3.6590 -0.0626 -1.1833
H 4.6323 1.0934 -1.2736
O -3.0440 2.1143 0.0686
H -2.4836 2.1966 -0.7030
H -3.9116 1.9180 -0.2849
O 1.1364 0.8123 -3.5465
H 1.8017 0.3801 -3.0110
H 0.9430 1.6251 -3.0793
O -2.1045 -1.0691 -2.7537
H -2.6769 -0.8466 -2.0194
H -1.3974 -1.5806 -2.3604
O -3.6142 -1.5808 -0.3940
H -3.3621 -1.2769 0.4779
H -3.2535 -2.4655 -0.4534
O 2.7227 2.7476 0.4122
H 3.0586 2.1888 1.1131
H 2.4642 2.1373 -0.2783
O 2.7367 -1.8189 -1.2366
H 2.4022 -2.0554 -0.3715
H 3.1582 -2.6162 -1.5572
O -1.3625 1.1410 4.1921
H -1.9125 1.6461 3.5933
H -1.3457 0.2603 3.8176
O -2.7540 -0.1572 2.1628
H -3.5483 0.3570 2.3074
H -2.1883 0.4156 1.6451
```



ORCA calculation (the ωB97M-V functional and the def2-TZVPD basis) on 11 unconnected molecules or ions with the total composition H23O11 in a non-equilibrium geometry.

Results
Orbital gap (spin up / spin down)   0.347 / 0.071 hartree
Spin multiplicity   2
E_LUMO (spin up / spin down)   -0.26375 / -0.52578 Ha
Charge   +2

XYZ file:
```
34
H23O11 the ωB97M-V functional and the def2-TZVPD basis
O -0.9714 -0.7485 -0.3863
H -1.4330 -0.3047 0.3387
H -1.2175 0.3865 -3.3558
O 0.1373 1.1224 -2.1233
H -0.1350 -0.8687 0.0647
H 2.3469 -2.3813 2.7224
O -0.6429 0.1227 2.2126
H -3.2331 -3.7759 -0.0253
H 0.4189 3.0787 2.3279
O 2.2287 -1.6132 0.1426
H 1.5597 -2.2487 0.4094
H 1.0429 -4.1498 -0.4231
O -1.7906 -0.0763 -2.7098
H 0.2364 2.5259 0.8984
H 0.5854 1.7908 -2.6725
O 1.9176 2.7113 -0.8813
H 1.8350 1.7630 -0.5478
H -1.4735 -0.1226 2.8629
O 1.6193 -1.8352 2.8983
H -0.0053 -0.2683 2.9653
O 1.6763 -3.6734 -0.9388
H 2.6064 -3.8509 -1.0243
H 0.6135 1.1694 -1.2465
O -1.5346 4.1898 -1.4521
H 0.9749 -2.0339 3.6148
H -0.9084 4.9787 -1.3820
O -2.9645 -3.0754 0.5220
H -2.3694 4.4274 -1.0501
H -2.1149 -2.7365 0.1891
O 0.5112 3.2920 1.4129
H 2.5422 -1.1450 0.9722
H 1.4948 3.1699 -0.1584
H -2.3673 0.5797 -2.3256
H -1.1861 -0.4000 -1.8512
```



ORCA calculation (the ωB97M-V functional and the def2-TZVPD basis) on 13 unconnected molecules or ions with the total composition H24NO15 in a non-equilibrium geometry.

Results
Orbital gap   0.352 hartree
E_LUMO   0.07103 Ha
Charge   -1

XYZ file:
```
40
H24NO15 the ωB97M-V functional and the def2-TZVPD basis
N -0.1110 -0.1461 -0.3562
O -1.3087 -0.4707 -0.5280
O 0.0249 1.0415 0.1282
O 0.6258 -1.0224 0.1166
O -1.5095 -2.3279 1.6042
H -1.2065 -1.7936 0.8555
H -2.0628 -2.9803 1.2252
O -3.2055 1.2708 -1.6600
H -2.6237 0.7851 -1.1367
H -2.8521 1.1131 -2.5674
O 1.7283 -1.7022 2.4684
H 2.4889 -1.5961 1.9191
H 1.0482 -1.3340 1.8864
O -2.0370 -3.1738 -1.7124
H -2.7839 -2.8359 -1.2465
H -1.4378 -3.5774 -1.1262
O 2.2959 -3.3122 -0.4696
H 1.6481 -2.6204 -0.2430
H 2.5710 -3.6609 0.3384
O -2.5589 1.2168 1.3269
H -1.8714 0.8737 0.6936
H -2.1782 1.9658 1.7190
O 0.9211 1.1658 2.7001
H 0.5076 0.3936 3.0898
H 0.5362 1.4073 1.8396
O 3.5548 -0.0123 0.0603
H 2.5978 -0.1339 -0.1057
H 3.5464 0.4707 0.8520
O 2.5415 1.9382 -1.5042
H 2.2397 2.6908 -0.9577
H 3.1932 1.4260 -0.9831
O -0.6432 3.3434 1.8415
H -0.5474 3.3875 0.9234
H 0.2823 3.3710 2.1538
O 0.1469 -1.8195 -3.0820
H -0.6033 -1.6211 -2.4521
H -0.2427 -1.5190 -3.8721
O -0.6703 3.5337 -1.1013
H -1.5422 3.6664 -1.4773
H -0.5026 2.5982 -1.1606
```



ORCA calculation (the ωB97M-V functional and the def2-TZVPD basis) on a molecular structure, H24Na3O16S in a non-equilibrium geometry.

Results
Orbital gap   0.199 hartree
E_LUMO   -0.26144 Ha
Charge   +1

XYZ file:
```
44
H24Na3O16S the ωB97M-V functional and the def2-TZVPD basis
Na -2.3291 -1.4870 2.7422
Na -3.6904 -0.4919 -0.7698
Na -1.7776 -3.2800 -0.2175
S -0.3957 -0.0153 0.2473
O 0.3915 0.7004 1.2372
O -0.8229 -1.3001 0.7731
O -1.6234 0.7460 -0.1297
O 0.5271 -0.3354 -0.8854
O -0.2666 -0.5855 3.7451
H 0.2217 -0.3916 2.9449
H 0.4052 -0.6703 4.4216
O 3.0840 -0.1266 -1.4149
H 3.1805 -1.0302 -1.1141
H 2.1497 0.0590 -1.3215
O -3.0580 0.8395 1.9668
H -3.4348 1.7003 2.1492
H -2.4645 0.9884 1.2307
O -0.9207 3.3112 0.1039
H -1.1277 2.4074 -0.1338
H -0.0335 3.4494 -0.2279
O 2.3333 2.3878 0.2748
H 2.5655 2.1747 -0.6290
H 1.6304 1.7756 0.4927
O 1.0510 -1.9177 -4.1529
H 0.1315 -2.1828 -4.1736
H 1.0630 -1.1359 -3.6008
O 1.1580 -3.1181 1.8031
H 0.6421 -2.3629 1.5208
H 0.7987 -3.8533 1.3064
O -0.7943 2.6531 2.8002
H -0.3311 1.8160 2.8315
H -0.6537 2.9720 1.9087
O 2.7269 -0.3897 1.8804
H 3.3145 0.3614 1.7972
H 1.8897 -0.0787 1.5360
O 0.2715 0.6197 -3.1911
H 0.3419 0.2983 -2.2923
H -0.4342 0.1007 -3.5769
O -2.6093 1.4084 -2.4140
H -2.2868 1.1984 -1.5375
H -2.2406 0.7261 -2.9751
O 0.6524 -2.8999 -1.4151
H 0.5139 -1.9631 -1.2756
H 0.2510 -3.0778 -2.2656
```



ORCA calculation (the ωB97M-V functional and the def2-TZVPD basis) on a molecular structure, H24NaO16S in a non-equilibrium geometry.

Results
Orbital gap   0.324 hartree
E_LUMO   0.03744 Ha
Charge   -1

XYZ file:
```
42
H24NaO16S the ωB97M-V functional and the def2-TZVPD basis
Na 2.1708 0.7364 2.6182
S 0.2111 0.0562 0.4368
O 0.0339 0.0397 1.8998
O -0.2051 1.3291 -0.1333
O 1.6468 -0.1653 0.1694
O -0.5779 -1.0704 -0.0940
O -3.0896 -1.9610 0.4030
H -3.1741 -2.7436 -0.1503
H -2.1405 -1.7065 0.3416
O -3.0164 1.5715 -0.2349
H -2.0822 1.4198 0.0011
H -3.2908 0.7673 -0.6948
O -0.9483 1.6302 -2.8494
H -0.8032 1.4420 -1.8972
H -0.0842 1.4867 -3.2565
O -1.5127 1.3214 3.7164
H -1.5763 2.1958 3.3189
H -0.9911 0.7918 3.0680
O 0.0122 4.0407 0.4764
H 0.7682 4.2593 -0.0780
H -0.2092 3.1309 0.2215
O 0.9827 -0.9377 -2.9022
H 1.1549 -0.9156 -1.9496
H 0.0208 -1.0231 -2.9680
O 1.9264 2.8657 -1.4985
H 1.5814 3.3100 -2.2804
H 1.2794 2.1717 -1.2990
O 0.6727 -3.3998 -0.6484
H 0.0058 -3.9388 -0.2135
H 0.3631 -2.4706 -0.5091
O 2.1652 -2.0843 2.5003
H 1.9180 -1.6949 1.6390
H 1.9344 -3.0166 2.4164
O -2.4499 -0.7819 -2.7750
H -2.0955 0.0911 -3.0229
H -2.0615 -0.9672 -1.9082
O 4.1151 -0.5914 -1.1924
H 4.3123 0.3498 -1.1898
H 3.2111 -0.6493 -0.8512
O -0.0874 -1.7344 4.1697
H -0.7922 -1.4160 3.5953
H 0.7020 -1.7388 3.6049
```



ORCA calculation (the ωB97M-V functional and the def2-TZVPD basis) on 12 unconnected molecules or ions with the total composition H24O12 in a non-equilibrium geometry.

Results
Orbital gap   0.366 hartree
SMILES   O.O.O.O.O.O.O.O.O.O.O.O
E_LUMO   -0.00971 Ha
Charge   0

XYZ file:
```
36
H24O12 the ωB97M-V functional and the def2-TZVPD basis
O 0.5832 0.2488 -0.0655
H 1.3447 0.1110 0.5091
H 0.4453 1.2026 -0.0473
O -1.4048 0.2517 1.8315
H -0.7089 0.9184 1.8481
H -0.9521 -0.5659 2.0672
O -1.2592 2.7149 -3.6211
H -1.9218 3.4031 -3.4931
H -0.7558 3.0136 -4.3868
O -2.4808 1.0523 -0.9067
H -3.0246 1.7957 -0.6228
H -2.9721 0.6697 -1.6423
O -2.3066 -1.8411 -1.1730
H -1.7406 -1.0651 -1.2538
H -2.5691 -1.8443 -0.2456
O 1.0899 -3.0579 0.2054
H 0.9330 -2.6634 -0.6599
H 1.7630 -3.7274 0.0394
O 1.1750 0.7085 -3.4683
H 2.1283 0.7570 -3.6019
H 1.0760 0.1605 -2.6816
O -1.6116 2.7430 4.4946
H -1.0020 3.4081 4.1556
H -1.4716 1.9820 3.9198
O 0.5394 -1.3243 3.6918
H 0.2902 -1.7694 2.8741
H 0.1853 -1.8924 4.3853
O -1.6861 -0.3766 -2.7924
H -1.7276 -1.0202 -3.5086
H -0.7589 -0.3781 -2.5292
O 4.5121 0.9667 -1.9407
H 3.9205 1.7236 -2.0178
H 4.0061 0.2348 -2.3111
O 2.7439 -2.1386 3.8896
H 2.1986 -2.5259 4.5837
H 2.1590 -1.5060 3.4575
```



Energy above the lowest of the compared OMol25 structures with the same formula, charge and spin, record by record: 516.5, 261.3, 90.7, 306.0, 190.9, 0.0, 0.0, 404.6 kJ/mol
E_tot, record by record: -840.68340, -840.78061, -1170.17216, -840.55753, -1197.68864, -2103.19455, -1778.96085, -917.17125 Ha